DFT (ωB97M-V/def2-TZVPD) results for C22H20BrNNd as an isolated structure.

Each line ends with the Löwdin spin population.
Atoms and positions in Å:
C 0.262 3.379 -1.913  -0.005
C 1.634 3.264 -1.568  -0.007
C 2.151 2.046 -2.130  -0.001
H 2.136 3.951 -0.894  0.000
C 1.041 1.395 -2.780  -0.002
C -0.118 2.217 -2.624  -0.006
H -1.095 2.096 -3.094  0.000
H -0.380 4.253 -1.774  0.000
H 3.045 1.521 -1.743  0.001
H 0.998 0.382 -3.183  0.001
Nd 1.106 0.929 -0.072  3.043
Br 1.768 2.270 2.257  -0.010
C -2.978 1.483 1.463  0.000
C -3.384 1.526 0.101  0.000
C -3.048 2.822 -0.419  0.000
H -3.748 0.686 -0.493  0.000
C -2.440 3.571 0.625  0.000
C -2.394 2.750 1.792  0.000
H -1.889 2.999 2.729  0.000
H -2.995 0.607 2.111  0.000
H -3.097 3.125 -1.471  0.000
H -1.967 4.548 0.511  0.000
C -2.068 -3.255 2.807  0.000
C -2.672 -2.807 1.615  0.000
C -1.922 -2.032 0.745  0.000
C -0.568 -1.845 1.053  0.001
C 0.010 -2.157 2.293  0.000
C -0.755 -2.914 3.175  0.000
N 0.186 -1.184 0.124  -0.008
C 1.464 -1.584 -0.337  -0.001
C 2.648 -1.261 0.386  -0.003
C 3.840 -1.806 -0.116  0.001
C 3.817 -2.455 -1.353  -0.002
C 2.654 -2.583 -2.140  0.001
C 1.468 -2.080 -1.654  -0.001
H -2.689 -3.831 3.481  0.000
H -3.699 -3.031 1.318  0.000
H -2.252 -1.576 -0.213  0.000
H 1.042 -1.823 2.529  0.000
H -0.336 -3.245 4.133  0.000
H 2.591 -0.679 1.342  0.000
H 4.775 -1.702 0.442  0.000
H 4.740 -2.837 -1.773  0.000
H 2.635 -3.045 -3.127  0.000
H 0.483 -2.089 -2.161  0.000

The expectation value of S² is 3.754. For the LUMO energy (spin up / spin down), the calculation gives 1.98 / 2.05 eV. For the HOMO energy (spin up / spin down), the calculation gives -2.8 / -2.8 eV. Its spin multiplicity is 4. For the molar mass, the calculation gives 522.55 Da. As for the total charge: -1.


DFT (ωB97M-V/def2-TZVPD) results for C22H20BrNPt as an isolated structure.

Each line ends with the Löwdin spin population.
Atoms and positions in Å:
C -1.301 -0.854 -1.842  0.151
C -1.296 -1.794 -0.779  0.060
C -2.171 -1.264 0.278  0.043
H -0.877 -2.792 -0.829  0.002
C -2.438 0.141 -0.088  0.137
C -1.968 0.322 -1.396  0.076
H -2.143 1.193 -2.038  0.002
H -1.014 -1.022 -2.883  0.008
H -2.648 -1.857 1.051  0.006
H -3.059 0.827 0.444  0.008
Pt -0.481 -1.008 1.347  1.061
Br 1.382 -2.589 1.893  0.172
C 2.161 0.874 0.176  0.002
C 1.418 1.833 -0.556  0.005
C 1.528 1.468 -1.973  0.001
H 0.664 2.485 -0.155  0.000
C 2.354 0.339 -2.073  0.001
C 2.764 -0.024 -0.725  -0.001
H 3.361 -0.866 -0.405  0.000
H 2.294 0.836 1.270  0.000
H 0.793 1.834 -2.692  0.000
H 2.499 -0.284 -2.931  0.000
C 2.169 3.185 4.396  0.015
C 1.385 3.786 3.402  -0.001
C 0.479 3.020 2.661  0.015
C 0.311 1.634 2.945  0.019
C 1.198 1.029 3.867  0.016
C 2.082 1.805 4.616  -0.001
N -0.677 0.844 2.301  0.188
C -1.776 0.508 3.116  0.009
C -1.896 -0.806 3.623  0.000
C -3.017 -1.147 4.380  -0.002
C -4.011 -0.168 4.563  0.001
C -3.920 1.110 3.983  -0.001
C -2.788 1.464 3.250  0.003
H 2.871 3.786 4.987  0.001
H 1.430 4.864 3.219  0.000
H -0.164 3.470 1.893  0.001
H 1.120 -0.051 4.037  0.001
H 2.669 1.322 5.402  0.000
H -1.088 -1.545 3.394  -0.001
H -3.057 -2.143 4.838  0.000
H -4.895 -0.421 5.157  0.000
H -4.676 1.885 4.101  0.000
H -2.598 2.438 2.777  0.001

The expectation value of S² is 2.019. For the LUMO energy (spin up / spin down), the calculation gives 4.76 / 4.76 eV. For the HOMO energy (spin up / spin down), the calculation gives 0.4 / 0.4 eV. Its spin multiplicity is 3. For the molar mass, the calculation gives 573.39 Da. As for the total charge: -2.


DFT (ωB97M-V/def2-TZVPD) results for C22H20Cl2IN3O6Sc as an isolated structure.

Each line ends with the Löwdin charge.
Atoms and positions in Å:
Sc -0.104 -0.227 0.321  0.992
O 2.342 2.927 1.608  0.040
C 1.461 2.079 1.410  -0.526
O 1.459 1.130 0.505  -0.124
C 0.245 1.994 2.329  -0.159
C -0.017 2.691 3.473  0.009
C -1.214 2.498 4.177  -0.021
C -2.132 1.560 3.683  0.039
C -1.771 0.773 2.553  -0.143
N -0.609 1.042 1.980  0.076
C -2.707 -0.128 1.810  -0.596
O -3.808 -0.460 2.287  0.040
O -2.202 -0.586 0.733  -0.152
H 0.719 3.356 3.791  0.099
H -1.521 3.168 4.960  0.101
H -3.158 1.589 4.085  0.125
I -2.204 -2.626 -2.186  0.874
C -0.155 -3.309 -2.160  -0.584
C -0.075 -4.638 -2.274  -0.199
C 1.103 -5.157 -2.858  -0.093
C 2.123 -4.333 -3.137  -0.086
C 2.204 -2.989 -2.770  -0.183
C 3.385 -2.251 -2.654  -0.073
C 3.332 -0.903 -2.364  -0.080
C 2.100 -0.300 -1.899  -0.119
C 1.012 -1.167 -1.680  -0.171
C 1.001 -2.461 -2.155  -0.254
H -0.931 -5.210 -2.011  0.064
H 1.227 -6.208 -3.127  0.103
H 2.887 -4.708 -3.780  0.099
H 4.342 -2.786 -2.846  0.113
H 4.236 -0.245 -2.508  0.105
H 2.067 0.731 -1.687  0.052
N -0.894 1.267 -1.325  -0.039
C -2.271 1.619 -1.344  -0.278
C -2.592 3.111 -1.468  -0.186
C -1.735 4.053 -0.616  -0.272
N -0.321 4.054 -1.051  -0.032
H -0.311 2.123 -1.337  0.061
H -0.685 0.741 -2.226  0.107
H -2.839 1.127 -0.489  0.117
H -2.707 1.202 -2.289  0.120
H -3.620 3.308 -1.087  0.119
H -2.653 3.514 -2.442  0.084
H -1.735 3.743 0.428  0.106
H -2.127 5.071 -0.682  0.095
H 0.325 4.481 -0.303  0.119
H -0.214 4.377 -2.019  0.082
Cl 3.370 -1.917 3.229  0.522
C 1.825 -2.907 3.242  -0.869
Cl 2.054 -4.557 2.375  0.478
C 0.556 -2.204 2.649  -0.688
O -0.329 -2.102 3.456  0.084
O 0.637 -1.741 1.417  -0.146
H 1.629 -3.214 4.276  0.051

For the LUMO energy, the calculation gives 2.27 eV. As for the energy relative to the best compared isomer or geometry (same formula, charge and spin): 1.108 eV. For the HOMO energy, the calculation gives -4.7 eV. For the molar mass, the calculation gives 665.18 Da. As for the total charge: -1.


DFT (ωB97M-V/def2-TZVPD) results for C22H20F2N4O2PS3SbTc as an isolated structure.

Each line ends with the Löwdin spin population.
Atoms and positions in Å:
Tc 0.578 1.048 1.014  0.945
S 2.268 -1.022 5.061  0.002
Sb 3.073 -1.414 3.000  -0.004
S 0.864 -1.986 1.918  -0.019
S 2.743 1.059 2.094  0.014
F -1.732 5.839 1.555  -0.002
C -1.430 4.836 0.728  -0.006
C -0.750 3.744 1.224  -0.003
C -0.423 2.704 0.345  -0.017
C -0.770 2.803 -1.014  0.002
C -1.498 3.919 -1.439  -0.005
F -1.876 4.009 -2.725  -0.002
C -1.844 4.942 -0.595  -0.001
C -0.193 1.742 -1.827  0.061
C -0.364 1.561 -3.226  0.320
C 0.178 0.420 -3.849  0.031
C 0.950 -0.436 -3.134  0.268
C 1.297 -0.142 -1.718  0.062
N 0.520 0.915 -1.090  0.169
H -0.473 3.734 2.272  0.000
H -2.392 5.803 -0.951  0.000
H -0.939 2.275 -3.792  0.017
H -0.020 0.243 -4.898  -0.005
H 1.407 -1.306 -3.588  0.011
H 2.354 0.190 -1.725  0.036
N 3.682 -7.406 -2.683  0.001
C 3.266 -6.391 -2.341  0.000
C 2.749 -5.109 -1.918  0.001
C 1.466 -4.723 -2.291  0.000
C 0.982 -3.485 -1.903  0.005
C 1.764 -2.626 -1.134  0.008
C 3.044 -3.028 -0.759  0.004
C 3.539 -4.262 -1.148  0.000
C 1.254 -1.291 -0.731  0.083
C 0.876 -0.957 0.509  -0.041
H 0.852 -5.396 -2.874  0.000
H -0.025 -3.193 -2.180  0.002
H 3.659 -2.370 -0.158  0.000
H 4.533 -4.575 -0.855  0.000
N -0.740 -0.223 4.223  0.000
C -1.654 0.772 3.576  0.004
P -1.577 0.424 1.764  0.024
O -2.095 -0.986 1.542  0.005
O 1.269 1.343 2.836  0.031
C -3.040 1.365 1.104  0.000
N -3.236 0.681 -0.226  0.000
H -0.803 -0.230 5.241  0.000
H 0.265 -0.058 4.004  0.000
H -0.926 -1.176 3.887  0.000
H -1.332 1.777 3.841  0.000
H -2.666 0.589 3.934  0.001
H -2.945 2.439 0.966  0.000
H -3.913 1.112 1.703  0.000
H -2.514 0.987 -0.885  0.001
H -4.152 0.849 -0.639  0.000
H -3.108 -0.332 -0.041  0.000

The expectation value of S² is 2.052. For the LUMO energy (spin up / spin down), the calculation gives -3.65 / -5.03 eV. As for the energy relative to the best compared isomer or geometry (same formula, charge and spin): 2.602 eV. For the HOMO energy (spin up / spin down), the calculation gives -10.6 / -10.6 eV. Its spin multiplicity is 3. For the molar mass, the calculation gives 757.36 Da. As for the total charge: +1.


DFT (ωB97M-V/def2-TZVPD) results for C22H20FeN3S6SbSi as an isolated structure.

Each line ends with the Löwdin spin population.
Atoms and positions in Å:
Fe -1.155 1.787 -1.934  3.706
S -0.135 4.290 -1.345  0.051
C 0.397 3.294 -0.080  0.007
N 0.391 1.977 -0.175  0.023
C 0.801 1.365 0.996  0.002
C 0.919 -0.015 1.175  0.000
C 1.355 -0.503 2.395  0.000
C 1.689 0.365 3.440  0.000
C 1.596 1.738 3.262  0.000
C 1.157 2.230 2.039  0.001
S 0.947 3.867 1.494  0.002
H 0.662 -0.683 0.365  0.000
H 1.436 -1.574 2.538  0.000
H 2.027 -0.034 4.388  0.000
H 1.866 2.414 4.065  0.000
C -4.157 -1.376 2.250  0.003
Si -2.902 -2.568 1.595  0.001
C -1.734 -3.011 2.983  0.000
C -3.816 -4.125 1.104  0.000
C -1.865 -2.043 0.134  0.002
C -1.028 -3.017 -0.392  0.000
C -0.185 -2.764 -1.474  0.001
C -0.227 -1.492 -2.014  0.003
N -1.004 -0.530 -1.530  0.032
C -1.818 -0.751 -0.466  0.006
S -2.652 0.651 0.055  0.050
H -4.748 -1.893 3.016  0.000
H -4.816 -1.017 1.458  0.001
H -3.682 -0.495 2.684  0.001
H -2.279 -3.409 3.845  0.000
H -1.183 -2.122 3.302  0.000
H -1.005 -3.761 2.661  0.000
H -4.396 -4.520 1.945  0.000
H -3.131 -4.907 0.766  0.000
H -4.505 -3.908 0.284  0.000
H -1.017 -4.011 0.052  0.000
H 0.473 -3.519 -1.882  0.000
H 0.381 -1.197 -2.864  0.000
S -2.832 1.945 -6.130  -0.042
Sb -2.772 1.197 -3.986  -0.042
S -3.159 3.018 -2.594  0.109
S 0.547 1.486 -3.682  0.055
N 6.817 3.010 -0.515  0.002
C 5.798 2.770 -0.996  0.001
C 4.519 2.473 -1.618  0.005
C 3.949 3.377 -2.509  0.000
C 2.735 3.083 -3.111  0.006
C 2.061 1.886 -2.851  0.008
C 2.657 0.995 -1.949  0.005
C 3.863 1.277 -1.335  -0.001
H 4.449 4.313 -2.719  0.000
H 2.276 3.789 -3.789  0.001
H 2.140 0.072 -1.716  0.000
H 4.294 0.577 -0.630  0.000

The expectation value of S² is 6.054. For the LUMO energy (spin up / spin down), the calculation gives 4.19 / 4.19 eV. As for the energy relative to the best compared isomer or geometry (same formula, charge and spin): 0.000 eV. For the HOMO energy (spin up / spin down), the calculation gives -2.1 / -2.0 eV. Its spin multiplicity is 5. For the molar mass, the calculation gives 724.52 Da. As for the total charge: -2.